# 1
The following is a quantum chemistry calculation of C34H34F2N7O6SV as an isolated structure, from OMol25.

Properties
- Orbital gap (alpha / beta): 6.8037 / 7.3668 eV
- Highest occupied orbital energy (alpha / beta): -0.1596 / -0.1830 hartree
- E: -100489.821 eV
- Relative energy (zero: lowest compared OMol25 entry of this formula, charge and spin): 0.0 kJ/mol

ORCA input file:
```
! RIJCOSX wB97M-V def2-TZVPD def2/J DEFGRID3
* xyz -1 4
V 0.122 0.276 -0.384
C 2.735 3.088 3.402
C 2.101 1.809 2.852
C 1.395 1.028 3.965
C 3.116 0.933 2.145
C 4.167 0.385 2.872
C 5.084 -0.465 2.280
C 4.945 -0.787 0.940
C 3.911 -0.253 0.179
C 3.747 -0.669 -1.269
C 3.176 -2.089 -1.332
C 5.044 -0.560 -2.070
C 2.996 0.621 0.780
N 1.933 1.161 0.011
C 2.126 2.422 -0.469
C 3.275 3.226 -0.329
C 3.332 4.504 -0.868
C 2.268 5.051 -1.572
C 1.117 4.282 -1.741
C 1.095 3.028 -1.203
F -0.047 2.254 -1.375
H 1.979 3.705 3.893
H 3.191 3.679 2.605
H 3.507 2.854 4.140
H 1.351 2.100 2.118
H 2.075 0.846 4.802
H 1.050 0.055 3.610
H 0.544 1.596 4.348
H 4.258 0.617 3.928
H 5.893 -0.888 2.863
H 5.648 -1.473 0.481
H 3.020 0.015 -1.713
H 3.867 -2.794 -0.862
H 3.025 -2.411 -2.367
H 2.226 -2.148 -0.797
H 5.783 -1.294 -1.740
H 5.485 0.432 -1.971
H 4.853 -0.745 -3.130
H 4.122 2.827 0.214
H 4.237 5.086 -0.731
H 2.322 6.051 -1.980
H 0.249 4.644 -2.276
N -7.981 -1.927 1.154
C -6.864 -1.278 0.627
C -6.025 -1.936 -0.274
C -4.869 -1.330 -0.727
C -4.531 -0.063 -0.270
C -5.359 0.603 0.621
C -6.527 0.003 1.059
S -3.059 0.734 -0.834
O -3.289 1.224 -2.172
O -2.708 1.688 0.192
N -1.906 -0.390 -0.835
C -1.472 -0.905 -2.026
N -0.141 -0.688 -2.193
C 0.436 -1.126 -3.302
C -0.294 -1.796 -4.266
C -1.638 -2.000 -3.994
N -2.235 -1.575 -2.887
H -8.346 -2.680 0.595
H -8.701 -1.322 1.513
H -6.270 -2.942 -0.595
H -4.212 -1.843 -1.419
H -5.072 1.580 0.985
H -7.149 0.508 1.788
H 1.496 -0.928 -3.408
H 0.165 -2.151 -5.177
H -2.267 -2.538 -4.695
F -3.145 0.830 4.097
C -3.270 -0.393 3.562
C -2.304 -0.913 2.796
N -2.401 -2.162 2.238
C -1.324 -2.742 1.426
C 0.035 -2.082 1.740
O 0.577 -2.380 2.793
O 0.499 -1.274 0.859
C -3.532 -2.930 2.407
O -3.684 -4.027 1.905
N -4.490 -2.370 3.233
C -4.490 -1.121 3.840
O -5.429 -0.741 4.512
H -1.396 -0.360 2.601
H -1.575 -2.656 0.371
H -1.261 -3.790 1.707
H -5.334 -2.916 3.335
*
```

# 2
The following is a quantum chemistry calculation of one molecule with the formula C5H10INO3 in a non-equilibrium geometry, from OMol25.

Properties
- Orbital gap: 9.4841 eV
- Highest occupied orbital energy: -0.3577 hartree
- E: -21075.835 eV
- Relative energy (zero: lowest compared OMol25 entry of this formula, charge and spin): 29.2 kJ/mol

ORCA input file:
```
! RIJCOSX wB97M-V def2-TZVPD def2/J DEFGRID3
* xyz 0 1
C -1.494 -0.943 0.815
C -0.965 -0.115 -0.330
C -1.744 1.060 -0.835
C 0.374 0.431 0.199
O 0.221 0.752 1.549
C 1.710 -0.735 0.148
I 2.960 -0.596 1.835
N 2.411 -0.346 -1.058
O 2.011 -0.901 -2.081
O 3.275 0.527 -0.998
H -1.375 -0.397 1.666
H -0.932 -1.887 0.848
H -2.557 -1.199 0.575
H -0.826 -0.787 -1.180
H -2.706 0.663 -1.048
H -1.285 1.410 -1.777
H -1.713 1.980 -0.090
H 0.833 1.246 -0.382
H 0.675 1.591 1.952
H 1.129 -1.753 0.194
*
```

# 3
The following is a quantum chemistry calculation of a 2-piece molecular cluster, C4H12O overall in a non-equilibrium geometry, from OMol25.

Properties
- Orbital gap: 11.2238 eV
- Highest occupied orbital energy: -0.3758 hartree
- E: -6389.323 eV
- Relative energy (zero: lowest compared OMol25 entry of this formula, charge and spin): 77.0 kJ/mol

ORCA input file:
```
! RIJCOSX wB97M-V def2-TZVPD def2/J DEFGRID3
* xyz 0 1
C -1.364 -2.582 0.729
C -1.090 -1.193 0.237
O 0.291 -0.992 -0.146
H -2.440 -2.657 0.908
H -0.858 -2.800 1.671
H -1.181 -3.387 0.024
H -1.667 -1.030 -0.679
H -1.320 -0.362 0.904
H 0.778 -1.772 0.147
C 1.625 1.509 -0.589
C 0.596 2.667 -0.402
H 2.609 1.980 -0.561
H 1.598 0.823 0.240
H 1.380 1.000 -1.513
H 1.056 3.623 -0.608
H 0.284 2.657 0.642
H -0.298 2.515 -1.004
*
```

# 4
The following is a quantum chemistry calculation of C27H50CoOP2 as an isolated structure in a non-equilibrium geometry, from OMol25.

Properties
- Orbital gap (alpha / beta): 7.7524 / 7.4040 eV
- Highest occupied orbital energy (alpha / beta): -0.3500 / -0.4135 hartree
- E: -87054.917 eV
- Relative energy (zero: lowest compared OMol25 entry of this formula, charge and spin): 0.0 kJ/mol

ORCA input file:
```
! RIJCOSX wB97M-V def2-TZVPD def2/J DEFGRID3
* xyz 1 5
Co 0.198 -0.373 1.861
C -0.532 -2.158 2.561
C 0.833 -2.280 2.132
C 0.747 -0.731 3.861
C -0.577 -1.221 3.644
C 1.620 -1.395 2.939
C -1.656 -3.063 2.193
H -1.466 -3.595 1.256
H -2.604 -2.518 2.109
H -1.807 -3.827 2.972
C -1.761 -0.978 4.504
H -2.694 -1.248 3.997
H -1.829 0.068 4.823
H -1.713 -1.584 5.421
C 1.203 0.145 4.969
H 1.255 -0.411 5.916
H 0.516 0.982 5.133
H 2.202 0.551 4.776
C 3.105 -1.429 3.063
H 3.397 -2.090 3.894
H 3.526 -0.442 3.294
H 3.586 -1.822 2.163
C 1.394 -3.369 1.285
H 1.729 -4.205 1.913
H 2.267 -3.029 0.720
H 0.657 -3.766 0.587
C -1.886 0.552 -5.084
C -1.787 -0.778 -5.144
C -0.823 -1.571 -5.982
C 0.489 -0.856 -6.372
C 1.299 -0.315 -5.224
C 1.185 0.874 -4.627
C 0.250 1.986 -5.005
C -1.022 1.570 -5.778
H -1.314 -1.890 -6.918
H 0.267 -0.094 -7.128
H -0.577 -2.503 -5.453
H -0.740 1.267 -6.792
H -2.735 0.991 -4.541
H -2.550 -1.388 -4.644
H -1.630 2.481 -5.901
H -0.045 2.531 -4.095
H 1.914 1.145 -3.852
H 0.784 2.724 -5.628
H 1.115 -1.605 -6.883
H 2.118 -0.980 -4.916
P -0.808 -0.422 -0.200
P 1.783 0.879 0.850
C -0.007 0.846 -1.294
C 0.887 1.784 -0.483
H -0.810 1.402 -1.799
H 0.554 0.327 -2.083
H 1.640 2.277 -1.111
H 0.297 2.570 0.009
C 2.544 2.165 1.872
H 3.212 1.712 2.619
H 1.768 2.736 2.398
H 3.137 2.839 1.233
C 3.145 0.060 -0.034
H 3.566 0.765 -0.767
H 2.785 -0.836 -0.560
H 3.929 -0.232 0.678
C -2.525 0.174 -0.069
H -3.081 -0.461 0.633
H -3.030 0.138 -1.046
H -2.529 1.197 0.328
C -0.879 -1.962 -1.160
H 0.110 -2.441 -1.184
H -1.201 -1.759 -2.194
H -1.593 -2.656 -0.692
C -0.962 3.623 2.811
C -1.299 2.159 3.032
C -2.797 1.917 2.970
O -0.634 1.397 2.066
H -1.300 3.932 1.811
H 0.117 3.798 2.893
H -1.464 4.247 3.560
H -0.937 1.886 4.041
H -3.290 2.366 3.840
H -3.207 2.370 2.059
H -3.029 0.848 2.958
*
```

# 5
The following is a quantum chemistry calculation of a 2-piece molecular cluster, C5H11NO2 overall in a non-equilibrium geometry, from OMol25.

Properties
- Orbital gap: 9.5175 eV
- Highest occupied orbital energy: -0.3263 hartree
- E: -10946.383 eV
- Relative energy (zero: lowest compared OMol25 entry of this formula, charge and spin): 278.2 kJ/mol

ORCA input file:
```
! RIJCOSX wB97M-V def2-TZVPD def2/J DEFGRID3
* xyz 0 1
O 2.463 0.120 -1.054
C 1.465 -0.322 -1.535
N 0.220 -0.309 -0.839
C -0.109 0.558 0.453
C -0.816 -0.492 1.214
C -1.295 -1.547 0.435
C -0.480 -1.632 -0.832
H 1.469 -1.121 -2.275
H -0.641 1.477 0.276
H 0.839 0.921 0.984
H -1.470 -0.046 1.922
H -0.034 -0.707 1.984
H -1.378 -2.405 1.087
H -2.381 -1.340 0.101
H 0.213 -2.375 -0.861
H -1.267 -1.683 -1.601
O 1.153 3.400 -0.215
H 0.643 4.251 0.002
H 1.405 3.251 0.753
*
```

# 6
The following is a quantum chemistry calculation of one molecule with the formula C17H19ClN2O4, from OMol25.

Properties
- Orbital gap: 9.5400 eV
- Highest occupied orbital energy: -0.3284 hartree
- E: -41631.402 eV
- Relative energy (zero: lowest compared OMol25 entry of this formula, charge and spin): 0.0 kJ/mol

ORCA input file:
```
! RIJCOSX wB97M-V def2-TZVPD def2/J DEFGRID3
* xyz 0 1
C 3.452 -0.576 2.608
C 2.531 -1.177 1.601
C 1.764 -0.494 0.717
C 1.688 0.964 0.649
O 2.255 1.759 1.367
O 0.851 1.356 -0.335
C 0.651 2.754 -0.473
C -0.568 2.977 -1.377
C -1.864 2.433 -0.739
C -2.778 3.660 -0.663
C -1.776 4.812 -0.732
O -0.760 4.360 -1.605
C 0.861 -1.240 -0.239
C -0.603 -1.095 0.149
C -0.984 -0.908 1.471
C -2.317 -0.797 1.824
C -3.299 -0.879 0.853
C -2.946 -1.079 -0.469
C -1.607 -1.189 -0.810
Cl -1.204 -1.445 -2.476
N 1.218 -2.647 -0.300
C 1.880 -3.339 0.649
O 1.992 -4.543 0.665
N 2.497 -2.548 1.612
H 4.475 -0.889 2.402
H 3.396 0.506 2.577
H 3.186 -0.925 3.606
H 1.539 3.216 -0.920
H 0.495 3.202 0.514
H -0.363 2.515 -2.349
H -2.298 1.636 -1.337
H -1.654 2.033 0.252
H -3.378 3.685 0.244
H -3.440 3.696 -1.528
H -2.185 5.730 -1.155
H -1.361 5.028 0.263
H 0.986 -0.821 -1.246
H -0.219 -0.841 2.231
H -2.587 -0.647 2.859
H -4.341 -0.791 1.121
H -3.701 -1.153 -1.236
H 0.736 -3.202 -0.992
H 3.077 -3.047 2.271
*
```